Entry 1:
# C4H11N2O

A cluster of 2 separate species, C4H11N2O in total at a distorted geometry (ωB97M-V/def2-TZVPD, the Open Molecules 2025 dataset).

Orbital gap (alpha / beta) (eV): 5.39 / 7.93
Multiplicity: 3
E (Ha): -343.29944
Total charge: +1
Relative energy (zero: lowest compared OMol25 entry of this formula, charge and spin) (eV): 1.372

CARTESIAN COORDINATES (ANGSTROEM)
C -0.60524 -1.29701 0.22238
C 1.49542 1.18992 0.98988
C 0.92566 0.55743 -1.46516
C 0.60870 1.20663 -0.23750
N -1.72087 -1.12206 -0.47641
N -0.78532 -2.13133 1.27774
O -0.52549 1.82675 -0.07784
H 1.15012 1.96222 1.50169
H 1.20757 0.33940 1.57531
H 2.57460 1.12946 0.81248
H 0.11242 -0.00347 -1.92870
H 1.79504 -0.01555 -1.34020
H 1.25667 1.50033 -2.18911
H -1.81296 -0.40822 -1.29205
H -2.63077 -1.47408 -0.15205
H -0.01547 -2.31478 1.79229
H -1.72572 -2.51536 1.54639
H -1.30437 1.56970 -0.55915

Cartesian forces (eV/Å) of the 6 atoms listed first:
-3.9447 -2.6010 1.2484
0.2888 -2.7359 -3.2079
0.5659 3.0368 -2.4553
1.3972 -1.7047 1.4849
0.1928 2.9174 -2.8628
-1.4762 1.8824 -2.5538

***

Entry 2:
# C4H11N2O

A cluster of 2 separate species, C4H11N2O in total at a distorted geometry (ωB97M-V/def2-TZVPD, the Open Molecules 2025 dataset).

Orbital gap (alpha / beta) (eV): 9.85 / 6.51
Multiplicity: 2
E (Ha): -342.98726
Total charge: +2
Relative energy (zero: lowest compared OMol25 entry of this formula, charge and spin) (eV): 1.772

CARTESIAN COORDINATES (ANGSTROEM)
O 0.89752 -1.48838 2.86424
C 0.52731 -1.35191 1.69892
C 1.46775 -1.28278 0.52185
C 1.00513 -2.01412 -0.82345
H -0.57176 -1.16474 1.37160
H 2.52181 -1.51753 0.84557
H 1.56535 -0.11934 0.24799
H 1.16145 -3.11718 -0.78046
H 1.68112 -1.71768 -1.60756
H -0.06809 -1.83598 -1.00706
N -0.56532 1.03171 -0.58078
C -1.54965 1.79416 -0.03507
N -1.77869 3.05683 -0.46917
H -0.05311 1.22125 -1.44263
H -0.23947 0.15818 -0.17754
H -2.17603 1.39221 0.75451
H -2.39974 3.63698 0.02964
H -1.42560 3.31832 -1.41061

Cartesian forces (eV/Å) of the 6 atoms listed first:
-1.1781 0.1918 -2.6117
-0.0144 0.2604 1.0064
2.1227 1.2898 -1.5232
-0.1525 -1.0118 1.8391
1.0521 -0.6108 1.2955
-1.1391 -0.0768 -0.2853

***

Entry 3:
# C4H11N2O

The ion C4H11N2O with charge +2 at a distorted geometry (ωB97M-V/def2-TZVPD, the Open Molecules 2025 dataset).

Orbital gap (alpha / beta) (eV): 10.74 / 4.51
Multiplicity: 2
E (Ha): -342.92750
Total charge: +2
Relative energy (zero: lowest compared OMol25 entry of this formula, charge and spin) (eV): 3.399

CARTESIAN COORDINATES (ANGSTROEM)
N 0.36245 0.15637 -1.18194
C -0.17031 -0.32030 0.15437
C 0.02036 0.74012 1.16541
C 1.48868 0.92855 1.38186
O 2.14711 0.84195 0.35012
C -1.59194 -0.66481 -0.11289
N -1.80901 -1.45484 -1.30223
H 1.43020 0.05203 -0.99288
H 0.21195 1.20444 -1.41107
H 0.05253 -0.51245 -2.00913
H 0.36147 -1.26405 0.47787
H -0.66639 1.57319 0.81751
H -0.23957 0.68270 2.19488
H 1.86753 1.38341 2.22727
H -1.89468 -1.35394 0.71578
H -2.18197 0.08440 -0.01223
H -2.60949 -1.20929 -1.91869
H -1.86329 -2.38805 -1.03357

Cartesian forces (eV/Å) of the 6 atoms listed first:
1.3111 -0.7890 -1.8256
0.7439 -1.9761 -0.0878
-0.9752 1.4301 0.7951
-0.2525 1.6555 -5.4146
1.2752 -0.6025 1.6267
1.9712 -5.3449 0.6052

***

Entry 4:
# C4H11N2O2

A cluster of 2 separate species, C4H11N2O2 in total (ωB97M-V/def2-TZVPD, the Open Molecules 2025 dataset).

Orbital gap (eV): 8.62
Multiplicity: 1
E (Ha): -419.09016
Total charge: -1
Relative energy (zero: lowest compared OMol25 entry of this formula, charge and spin) (eV): 0.024

CARTESIAN COORDINATES (ANGSTROEM)
C 0.88646 0.59258 1.25553
C -0.20108 -0.46602 1.45067
C 0.36496 -1.87958 1.40892
N 0.40241 1.93632 0.99757
H 1.49505 0.28256 0.40247
H 1.54683 0.60153 2.13349
H -0.92688 -0.34647 0.64395
H -0.71482 -0.28080 2.40357
H 1.13551 -2.04200 2.16972
H 0.82002 -2.03712 0.42820
H -0.40683 -2.63999 1.54582
H -0.20266 2.24060 1.75102
H -0.13786 1.91096 0.13156
N -0.63774 0.46339 -3.54476
C -0.51814 0.35028 -2.12685
O -0.97542 1.31836 -1.46845
O 0.04015 -0.68698 -1.70840
H -0.61558 -0.41930 -4.02627
H -1.35437 1.10167 -3.84776

Cartesian forces (eV/Å) of the 6 atoms listed first:
-0.0056 -0.2707 0.0160
-0.0171 -0.0045 0.0731
0.1040 0.0203 -0.1316
0.2824 0.2785 0.2016
-0.0368 0.0509 -0.0314
0.0221 0.0056 0.0023

***

Entry 5:
# C4H11N2OS

A cluster of 2 separate species, C4H11N2OS in total at a distorted geometry (ωB97M-V/def2-TZVPD, the Open Molecules 2025 dataset).

Orbital gap (eV): 8.51
Multiplicity: 1
E (Ha): -741.63748
Total charge: +1
Relative energy (zero: lowest compared OMol25 entry of this formula, charge and spin) (eV): 2.690

CARTESIAN COORDINATES (ANGSTROEM)
C -1.34349 0.33410 -0.21787
C 1.45667 -1.55720 0.62947
C -0.44291 0.51005 0.89284
C 0.89446 -0.70676 -0.47585
N -2.28720 -0.63900 -0.39373
N 0.25239 1.75798 0.96335
O -1.34075 1.15917 -1.24694
S 1.97897 0.53272 -1.10385
H 1.97040 -2.33056 0.22244
H 0.62487 -1.99718 1.14423
H 2.12305 -0.98865 1.27604
H -0.71037 -0.06597 1.80814
H 0.26248 -1.18328 -1.13255
H -2.47506 -1.36251 0.27733
H -2.80857 -0.69803 -1.26762
H 0.51216 2.16265 1.79926
H 0.91001 1.89344 0.17439
H -1.02948 2.05105 -1.07150
H 1.45237 1.12799 -2.27758

Cartesian forces (eV/Å) of the 6 atoms listed first:
-1.0465 -0.2219 0.2024
-1.0000 2.3429 0.3101
0.1616 0.3236 -1.0123
0.7279 2.5409 1.8898
1.0587 0.5771 0.1561
-1.7165 -2.0397 -2.8596

***

Entry 6:
# C4H11N2OS

The ion C4H11N2OS with charge +1 at a distorted geometry (ωB97M-V/def2-TZVPD, the Open Molecules 2025 dataset).

Orbital gap (eV): 9.37
Multiplicity: 1
E (Ha): -741.70981
Total charge: +1
Relative energy (zero: lowest compared OMol25 entry of this formula, charge and spin) (eV): 0.722
SMILES: NC(=O)[C@@H]([NH3+])CCS

CARTESIAN COORDINATES (ANGSTROEM)
N -2.12789 0.15517 1.83353
C -1.80055 -0.62337 0.78018
O -2.50160 -1.56867 0.46108
C -0.45331 -0.51005 0.04445
N -0.68690 -1.39672 -1.15324
C 0.06676 0.82228 -0.44018
C 1.40897 0.94621 -1.13272
S 2.83734 1.07365 0.01100
H -2.96444 0.02247 2.39659
H -1.86399 1.12791 1.78148
H 0.18980 -1.05119 0.74755
H -1.13651 -2.26527 -0.87587
H 0.18725 -1.53579 -1.66068
H -1.23464 -0.84021 -1.81348
H 0.12086 1.49401 0.43229
H -0.70562 1.33334 -1.02312
H 1.65225 0.04462 -1.70857
H 1.40466 1.81838 -1.77761
H 3.31119 -0.17848 -0.09048

Cartesian forces (eV/Å) of the 6 atoms listed first:
0.7817 1.3294 -0.2777
-1.6889 -0.5195 0.5978
0.1898 -0.2889 -0.1326
-0.1407 -0.3511 0.2584
1.2604 1.0537 -0.5733
-0.6654 1.5409 1.2210

***

Entry 7:
# C4H11N2S

The ion C4H11N2S with charge -1 at a distorted geometry (ωB97M-V/def2-TZVPD, the Open Molecules 2025 dataset).

Orbital gap (eV): 5.68
Multiplicity: 1
E (Ha): -666.70259
Total charge: -1
Relative energy (zero: lowest compared OMol25 entry of this formula, charge and spin) (eV): 1.197
SMILES: NCCNCC[S-]

CARTESIAN COORDINATES (ANGSTROEM)
N -2.14715 1.13135 3.03838
C -1.49789 0.78964 1.75372
C -0.90931 -0.65192 1.69808
N -0.44924 -1.03183 0.39414
C 0.57425 -0.24647 -0.29786
C 0.91293 -0.80970 -1.69838
S 1.93848 0.33529 -2.64730
H -2.57026 0.34667 3.50088
H -1.58298 1.77089 3.57848
H -0.60282 1.38047 1.47686
H -2.25546 0.97634 0.99616
H -0.12057 -0.69741 2.46447
H -1.64076 -1.39413 2.05889
H -1.21508 -1.33707 -0.17896
H 0.16750 0.75716 -0.45649
H 1.49715 -0.04614 0.26416
H 1.44309 -1.75726 -1.57071
H -0.02780 -0.98435 -2.24428

Cartesian forces (eV/Å) of the 6 atoms listed first:
0.8006 0.8582 -1.0769
0.1807 -0.6489 0.3029
-0.6011 0.5088 0.2341
0.7671 -1.1687 0.8035
-0.8324 0.7509 -0.8798
-0.0565 0.2252 0.6506

***

Entry 8:
# C4H11N2S

A cluster of 2 separate species, C4H11N2S in total at a distorted geometry (ωB97M-V/def2-TZVPD, the Open Molecules 2025 dataset).

Orbital gap (eV): 9.54
Multiplicity: 1
E (Ha): -666.36355
Total charge: +1
Relative energy (zero: lowest compared OMol25 entry of this formula, charge and spin) (eV): 2.843

CARTESIAN COORDINATES (ANGSTROEM)
C -2.05724 1.31136 -0.16446
C 0.64425 -0.79700 1.21916
C 2.09430 -0.81110 -0.77305
C 1.45434 -0.17320 0.42119
N -0.95941 2.05717 0.06550
N -2.15154 -0.01912 -0.13475
S -3.70494 -0.79172 0.07051
H -2.91612 1.71238 -0.67871
H -3.39826 -1.98702 -0.79605
H 0.07068 -1.73125 0.73754
H 0.60006 -0.60370 2.23161
H 3.12364 -0.68912 -0.45755
H 1.73885 -0.26641 -1.66927
H 1.86824 -1.92141 -1.05120
H 1.96839 0.73867 0.69912
H -1.06179 3.06147 0.31248
H -0.22228 1.47209 0.49674
H -1.37797 -0.67156 0.21150

Cartesian forces (eV/Å) of the 6 atoms listed first:
0.6905 -0.6467 -1.2764
-2.3009 -3.0535 -1.8021
-1.6576 -0.8386 -1.3555
1.4942 -0.3615 -1.0072
-1.1836 -1.4450 0.8629
1.3711 -0.7651 1.2819

***

Entry 9:
# C4H11N2S

A cluster of 2 separate species, C4H11N2S in total at a distorted geometry (ωB97M-V/def2-TZVPD, the Open Molecules 2025 dataset).

Orbital gap (eV): 8.71
Multiplicity: 1
E (Ha): -666.38408
Total charge: +1
Relative energy (zero: lowest compared OMol25 entry of this formula, charge and spin) (eV): 2.285

CARTESIAN COORDINATES (ANGSTROEM)
C 2.02901 0.03271 0.28446
C -2.27615 1.88444 -0.12915
C 0.58160 -0.14741 0.17308
C -2.64652 0.74320 -0.68688
N 0.04657 -1.28334 0.27734
N 2.57264 -1.26939 0.09715
S -3.00070 -0.78033 0.31546
H 2.31452 0.79329 -0.39066
H 2.08639 0.47842 1.29669
H -2.09689 2.68000 -0.79708
H -2.00922 1.68618 0.92628
H -0.06090 0.70936 0.17550
H -2.71325 0.53187 -1.74137
H 0.65692 -2.10089 0.33612
H -0.92196 -1.48033 0.47658
H 2.56894 -1.66323 -0.93577
H 3.49142 -1.49021 0.45018
H -3.56734 -1.53437 -0.47103

Cartesian forces (eV/Å) of the 6 atoms listed first:
-0.6770 -0.8944 -0.1430
0.2044 -2.7650 0.9096
-0.7627 0.8539 0.8335
-0.5870 -1.8735 -0.0634
0.6469 -1.6531 0.2604
1.1548 -2.2896 -2.3442

***

Entry 10:
# C4H11N2S

The ion C4H11N2S with charge +1 at a distorted geometry (ωB97M-V/def2-TZVPD, the Open Molecules 2025 dataset).

Orbital gap (alpha / beta) (eV): 5.57 / 7.28
Multiplicity: 3
E (Ha): -666.24318
Total charge: +1
Relative energy (zero: lowest compared OMol25 entry of this formula, charge and spin) (eV): 2.511

CARTESIAN COORDINATES (ANGSTROEM)
C 3.25155 -0.10822 0.02515
C 2.08043 -0.06789 0.63774
C -1.42422 0.28288 1.20235
C -0.76685 -0.01153 -0.09600
N -0.69824 -1.30646 -0.47236
N -1.54563 0.64058 -1.37510
S 0.90658 1.04899 -0.08844
H 4.10126 -0.64449 0.51813
H 3.49765 0.51685 -0.74244
H 1.69187 -0.39571 1.58044
H -1.19989 1.24057 1.64842
H -2.58046 0.39576 1.17554
H -1.15119 -0.42763 2.01644
H -1.26588 -2.00156 -0.10381
H 0.13278 -1.55543 -0.96815
H -0.80194 0.72588 -2.14378
H -1.77482 1.54489 -1.13410
H -2.45299 0.12251 -1.68004

Cartesian forces (eV/Å) of the 6 atoms listed first:
6.1960 -2.5052 0.5303
-7.7646 3.1523 0.8591
-3.0162 0.3858 1.4279
-1.3993 0.0294 -0.5793
1.9382 0.2274 -0.5318
0.4988 -1.6182 -1.1471

***

Entry 11:
# C4H11N2S

A cluster of 2 separate species, C4H11N2S in total at a distorted geometry (ωB97M-V/def2-TZVPD, the Open Molecules 2025 dataset).

Orbital gap (alpha / beta) (eV): 6.71 / 8.45
Multiplicity: 3
E (Ha): -666.16303
Total charge: +1
Relative energy (zero: lowest compared OMol25 entry of this formula, charge and spin) (eV): 4.692

CARTESIAN COORDINATES (ANGSTROEM)
C -0.67479 -2.61122 2.56980
C -0.21295 -1.77433 1.39263
C 0.41076 1.56076 0.43668
C 0.48880 2.33942 -2.24910
N -0.68443 -0.10256 -1.36799
N 0.36718 -2.91224 1.56672
S 0.72005 0.80711 -1.16321
H -0.28392 -2.26944 3.46084
H -1.49972 -3.30651 2.59872
H -0.67753 -0.81211 -0.69856
H 0.47965 0.70245 1.04662
H -0.46571 2.24408 0.24555
H 1.05911 2.33774 0.77424
H -0.52809 2.71566 -2.14371
H 0.56410 2.10083 -3.25170
H 1.21884 3.04917 -1.85560
H 0.66711 -3.61667 0.90963
H -0.94845 -0.45215 -2.27154

Cartesian forces (eV/Å) of the 6 atoms listed first:
-0.7378 -0.3567 -1.7930
-1.8756 1.7589 -0.0296
-1.5327 1.6348 -1.8558
-0.8328 -0.5957 2.5835
-0.0043 2.2982 -0.2215
3.4078 -1.1494 -0.4105

***

Entry 12:
# C4H11N3

An isolated molecule of C4H11N3 at a distorted geometry (ωB97M-V/def2-TZVPD, the Open Molecules 2025 dataset).

Orbital gap (eV): 9.28
Multiplicity: 1
E (Ha): -323.19529
Relative energy (zero: lowest compared OMol25 entry of this formula, charge and spin) (eV): 3.027
SMILES: CC/N=C\NNC

CARTESIAN COORDINATES (ANGSTROEM)
C -1.34915 -1.10468 -2.56653
C -1.24827 -0.97407 -1.06907
N -1.40491 0.33969 -0.66879
C -0.65792 0.81560 0.23745
N 0.19746 0.13367 1.08642
N 1.27004 0.88606 1.58037
C 2.59030 0.25317 1.45852
H -2.23780 -0.49404 -2.95914
H -1.33898 -2.15728 -2.80480
H -0.43547 -0.64658 -3.02134
H -0.19667 -1.32123 -0.82726
H -1.96892 -1.66029 -0.62973
H -0.66449 1.91656 0.38170
H 0.48946 -0.79697 0.78067
H 1.10058 1.23896 2.54490
H 3.25922 0.56629 2.27464
H 2.56452 -0.81438 1.35662
H 2.98071 0.71291 0.55557

Cartesian forces (eV/Å) of the 6 atoms listed first:
-0.0672 1.6805 -0.9852
1.4271 -1.9259 -0.3745
-0.2187 2.1112 0.6522
-0.1473 0.8431 -0.3817
0.0967 -0.4637 -0.2490
0.5100 1.0721 1.9358